## w
{
  "formula": "C46H40BrClKN4O6Sb",
  "method": "ωB97M-V/def2-TZVPD",
  "charge": -2,
  "lumo_energy_ev": 3.96,
  "e_homo_ev": -2.1,
  "species": ["K", "O", "C", "C", "C", "C", "C", "C", "C", "O", "N", "N", "C", "C", "Br", "C", "C", "C", "C", "C", "C", "C", "H", "H", "H", "H", "H", "H", "H", "H", "H", "H", "H", "H", "H", "H", "O", "Cl", "O", "O", "O", "C", "N", "C", "C", "C", "C", "C", "N", "C", "C", "C", "C", "C", "C", "H", "H", "H", "H", "H", "H", "H", "H", "H", "H", "H", "C", "C", "C", "C", "C", "C", "Sb", "C", "C", "C", "C", "C", "C", "C", "C", "C", "C", "C", "C", "H", "H", "H", "H", "H", "H", "H", "H", "H", "H", "H", "H", "H", "H", "H"],
  "coordinates": [[-1.250, -0.486, -0.271], [0.977, 4.256, -2.853], [1.618, 4.346, -1.640], [2.462, 5.414, -1.366], [3.083, 5.510, -0.126], [2.847, 4.541, 0.836], [1.994, 3.484, 0.542], [1.379, 3.351, -0.691], [0.466, 2.127, -0.935], [0.256, 1.407, 0.147], [1.167, 1.386, -2.041], [0.447, 0.512, -2.741], [1.074, -0.381, -3.412], [0.381, -1.382, -4.208], [-1.397, -1.786, -3.703], [0.928, -2.100, -5.199], [2.273, -1.939, -5.764], [2.900, -3.075, -6.293], [4.164, -3.006, -6.851], [4.837, -1.791, -6.902], [4.223, -0.656, -6.397], [2.954, -0.723, -5.839], [1.233, 5.016, -3.381], [2.631, 6.174, -2.125], [3.742, 6.344, 0.084], [3.323, 4.607, 1.806], [1.768, 2.700, 1.257], [-0.451, 2.499, -1.446], [2.106, 1.073, -1.795], [2.161, -0.470, -3.365], [0.357, -2.921, -5.617], [2.382, -4.025, -6.243], [4.626, -3.906, -7.240], [5.829, -1.730, -7.330], [4.732, 0.300, -6.435], [2.486, 0.179, -5.469], [0.943, -3.731, -1.449], [0.954, -2.901, -0.279], [1.834, -3.446, 0.714], [1.369, -1.547, -0.624], [-0.397, -2.793, 0.270], [-3.951, 0.764, -2.656], [-3.580, 0.449, -1.299], [-4.263, 1.013, -0.373], [-4.125, 0.874, 1.048], [-5.022, 1.444, 1.967], [-4.558, 1.072, 3.230], [-3.420, 0.289, 2.988], [-3.144, 0.161, 1.683], [-4.718, -0.348, -3.337], [-5.395, -0.098, -4.528], [-6.061, -1.112, -5.199], [-6.063, -2.401, -4.685], [-5.400, -2.658, -3.494], [-4.737, -1.640, -2.822], [-3.033, 0.925, -3.235], [-4.537, 1.696, -2.727], [-5.074, 1.708, -0.657], [-5.881, 2.057, 1.726], [-4.968, 1.330, 4.196], [-2.783, -0.162, 3.739], [-5.393, 0.908, -4.933], [-6.579, -0.894, -6.126], [-6.577, -3.199, -5.207], [-5.394, -3.658, -3.079], [-4.231, -1.838, -1.887], [-0.679, 2.569, 6.679], [-0.958, 1.214, 6.770], [-0.677, 0.368, 5.704], [-0.117, 0.858, 4.529], [0.151, 2.224, 4.449], [-0.122, 3.073, 5.511], [0.296, -0.341, 2.789], [0.215, -2.210, 3.876], [1.271, -2.830, 4.535], [1.087, -4.028, 5.213], [-0.165, -4.629, 5.242], [-1.224, -4.030, 4.575], [-1.029, -2.836, 3.892], [2.416, -0.051, 2.929], [3.108, 0.159, 1.739], [4.476, 0.410, 1.757], [5.163, 0.451, 2.960], [4.481, 0.244, 4.153], [3.115, 0.000, 4.133], [-0.900, 3.231, 7.509], [-1.399, 0.807, 7.673], [-0.898, -0.690, 5.798], [0.573, 2.641, 3.540], [0.093, 4.132, 5.418], [2.261, -2.390, 4.507], [1.928, -4.498, 5.710], [-0.308, -5.567, 5.766], [-2.202, -4.496, 4.568], [-1.865, -2.405, 3.349], [2.564, 0.130, 0.802], [4.998, 0.579, 0.823], [6.228, 0.652, 2.971], [5.011, 0.278, 5.098], [2.585, -0.132, 5.071]],
  "lowdin_charge": [0.5816, 0.0447, -0.2739, -0.0580, -0.1246, -0.1011, -0.0229, -0.0838, -0.5141, -0.3725, 0.0155, 0.0294, -0.2436, -0.6201, 0.8614, -0.1321, -0.2151, -0.0473, -0.1050, -0.1184, -0.0953, -0.0440, 0.0863, 0.0970, 0.0866, 0.0912, 0.0906, 0.1408, 0.1370, 0.1236, 0.0891, 0.1085, 0.0926, 0.0887, 0.0966, 0.1090, -0.3524, 0.6257, -0.3444, -0.4155, -0.4871, -0.2245, -0.0524, -0.1358, -0.3693, -0.1120, -0.1435, -0.2411, 0.0030, -0.2242, -0.0595, -0.1113, -0.1192, -0.0915, -0.0717, 0.1054, 0.1090, 0.1157, 0.0745, 0.0622, 0.0580, 0.1063, 0.0891, 0.0877, 0.0987, 0.1084, -0.1200, -0.1076, -0.1304, -0.3707, -0.1221, -0.1026, 1.6102, -0.3635, -0.1138, -0.1053, -0.1183, -0.0996, -0.1397, -0.3519, -0.1225, -0.0890, -0.1170, -0.1106, -0.1463, 0.0865, 0.0906, 0.0884, 0.0935, 0.0931, 0.0806, 0.0899, 0.0865, 0.0944, 0.0910, 0.0715, 0.0975, 0.0873, 0.0886, 0.0951]
}



## x
{
  "formula": "C46H40BrClKN4O6Sb",
  "method": "ωB97M-V/def2-TZVPD",
  "charge": -2,
  "lumo_energy_ev": 4.04,
  "e_homo_ev": -2.1,
  "species": ["K", "O", "C", "C", "C", "C", "C", "C", "C", "O", "N", "N", "C", "C", "Br", "C", "C", "C", "C", "C", "C", "C", "H", "H", "H", "H", "H", "H", "H", "H", "H", "H", "H", "H", "H", "H", "O", "Cl", "O", "O", "O", "C", "N", "C", "C", "C", "C", "C", "N", "C", "C", "C", "C", "C", "C", "H", "H", "H", "H", "H", "H", "H", "H", "H", "H", "H", "C", "C", "C", "C", "C", "C", "Sb", "C", "C", "C", "C", "C", "C", "C", "C", "C", "C", "C", "C", "H", "H", "H", "H", "H", "H", "H", "H", "H", "H", "H", "H", "H", "H", "H"],
  "coordinates": [[0.411, -0.334, 0.208], [6.575, -0.226, -1.958], [6.010, -1.385, -1.510], [6.842, -2.478, -1.294], [6.308, -3.674, -0.834], [4.948, -3.783, -0.581], [4.122, -2.687, -0.803], [4.632, -1.486, -1.273], [3.652, -0.334, -1.548], [2.449, -0.522, -1.070], [4.348, 0.899, -0.894], [3.590, 2.029, -1.084], [3.085, 2.541, -0.039], [2.246, 3.738, -0.061], [1.647, 4.322, -1.764], [1.816, 4.398, 1.014], [2.221, 4.155, 2.411], [3.545, 3.906, 2.769], [3.889, 3.671, 4.092], [2.914, 3.694, 5.079], [1.595, 3.963, 4.735], [1.251, 4.198, 3.415], [5.927, 0.486, -1.740], [7.903, -2.367, -1.483], [6.964, -4.522, -0.668], [4.523, -4.710, -0.217], [3.053, -2.742, -0.624], [3.704, -0.087, -2.632], [4.356, 0.657, 0.104], [3.237, 2.093, 0.948], [1.081, 5.181, 0.863], [4.311, 3.900, 2.003], [4.919, 3.459, 4.350], [3.179, 3.491, 6.109], [0.825, 3.969, 5.496], [0.218, 4.371, 3.143], [-0.548, 1.666, 1.984], [-1.710, 1.719, 1.119], [-2.460, 2.919, 1.378], [-2.519, 0.549, 1.337], [-1.244, 1.721, -0.263], [1.206, -1.489, 3.762], [0.706, -1.923, 2.476], [0.659, -3.189, 2.278], [0.307, -3.846, 1.055], [0.419, -5.231, 0.831], [0.039, -5.433, -0.497], [-0.287, -4.155, -0.987], [-0.133, -3.197, -0.067], [2.719, -1.323, 3.747], [3.436, -1.344, 4.941], [4.819, -1.236, 4.952], [5.515, -1.120, 3.756], [4.813, -1.103, 2.559], [3.427, -1.195, 2.553], [0.958, -2.192, 4.573], [0.739, -0.531, 4.010], [0.932, -3.875, 3.098], [0.751, -5.969, 1.549], [0.003, -6.366, -1.042], [-0.643, -3.913, -1.982], [2.897, -1.459, 5.877], [5.355, -1.261, 5.894], [6.597, -1.062, 3.755], [5.347, -1.050, 1.617], [2.902, -1.203, 1.605], [-3.892, -3.324, -6.072], [-4.769, -2.415, -5.499], [-4.374, -1.659, -4.400], [-3.101, -1.799, -3.854], [-2.231, -2.718, -4.441], [-2.617, -3.471, -5.541], [-2.335, -0.693, -2.153], [-4.021, 0.619, -1.967], [-3.903, 2.001, -2.091], [-4.994, 2.828, -1.857], [-6.219, 2.286, -1.495], [-6.346, 0.911, -1.352], [-5.250, 0.089, -1.578], [-1.144, 0.536, -3.451], [0.227, 0.648, -3.238], [1.013, 1.394, -4.112], [0.440, 2.029, -5.202], [-0.928, 1.916, -5.426], [-1.710, 1.171, -4.557], [-4.198, -3.913, -6.928], [-5.765, -2.289, -5.909], [-5.069, -0.944, -3.975], [-1.231, -2.848, -4.039], [-1.922, -4.177, -5.980], [-2.945, 2.438, -2.343], [-4.878, 3.902, -1.939], [-7.066, 2.934, -1.305], [-7.292, 0.480, -1.048], [-5.358, -0.982, -1.434], [0.745, 0.172, -2.408], [2.074, 1.486, -3.912], [1.055, 2.614, -5.876], [-1.384, 2.406, -6.279], [-2.776, 1.079, -4.744]],
  "lowdin_charge": [0.6246, 0.0120, -0.2954, -0.0478, -0.1200, -0.0977, -0.0249, -0.1064, -0.4883, -0.3297, -0.0378, 0.0254, -0.2104, -0.6398, 0.7508, -0.1152, -0.2203, -0.0505, -0.0888, -0.1045, -0.0856, -0.0332, 0.0681, 0.1001, 0.0859, 0.0935, 0.1116, 0.1385, 0.1002, 0.1238, 0.1010, 0.1131, 0.0975, 0.0923, 0.0984, 0.1158, -0.3973, 0.6017, -0.3476, -0.3549, -0.4708, -0.2012, -0.0398, -0.1391, -0.3731, -0.1169, -0.1531, -0.2370, 0.0154, -0.1930, -0.0665, -0.1149, -0.1107, -0.0744, -0.0174, 0.1057, 0.1148, 0.1195, 0.0730, 0.0586, 0.0586, 0.1020, 0.0872, 0.0902, 0.0949, 0.0891, -0.1192, -0.1100, -0.1298, -0.3706, -0.1394, -0.1012, 1.5682, -0.3852, -0.1210, -0.0878, -0.1108, -0.1069, -0.1562, -0.3674, -0.1103, -0.0965, -0.1069, -0.1059, -0.1410, 0.0882, 0.0906, 0.0792, 0.0870, 0.0959, 0.0956, 0.0978, 0.0890, 0.0915, 0.0978, 0.0571, 0.0937, 0.0919, 0.0899, 0.0937]
}



Order from most stable to least stable according to the calculation: x, w



## w
{
  "formula": "C5H11N2O2",
  "method": "ωB97M-V/def2-TZVPD",
  "charge": 1,
  "lumo_energy_ev": -4.45,
  "e_homo_ev": -12.3,
  "species": ["C", "C", "C", "C", "C", "N", "N", "O", "O", "H", "H", "H", "H", "H", "H", "H", "H", "H", "H", "H"],
  "coordinates": [[-0.702, 0.132, -0.202], [1.228, -0.874, -0.041], [-1.822, -0.610, -0.099], [2.571, -0.543, -0.493], [-0.155, 2.427, 0.676], [-1.925, -1.912, 0.170], [-0.529, 1.474, -0.344], [-2.965, -0.019, -0.198], [1.032, -2.129, 0.379], [3.451, -1.019, -0.162], [2.778, 0.573, -0.478], [2.551, -0.633, -1.608], [-0.476, 1.979, 1.662], [1.020, 2.404, 0.708], [-0.658, 3.423, 0.411], [-1.147, -2.484, 0.564], [-2.820, -2.155, 0.526], [-0.138, 1.762, -1.220], [-3.053, 0.879, -0.466], [1.757, -2.675, 0.216]],
  "lowdin_charge": [-0.0131, -0.0139, -0.4734, -0.0331, -0.0785, 0.1838, -0.1123, 0.1709, 0.1090, 0.0825, 0.1175, 0.1366, 0.1036, 0.1090, 0.1154, 0.1273, 0.1170, 0.1238, 0.1305, 0.0975]
}



## x
{
  "formula": "C5H11N2O2",
  "method": "ωB97M-V/def2-TZVPD",
  "charge": 1,
  "smiles": "C=[NH+]/C(O)=C(\\O)[C@H](C)N",
  "lumo_energy_ev": -5.30,
  "e_homo_ev": -12.7,
  "species": ["C", "C", "C", "C", "C", "N", "N", "O", "O", "H", "H", "H", "H", "H", "H", "H", "H", "H", "H", "H"],
  "coordinates": [[-1.176, 0.691, 0.226], [-2.578, -1.001, -0.420], [-0.200, -0.228, 0.188], [2.282, -0.691, 0.267], [1.188, 0.206, -0.289], [-2.414, 0.063, 0.313], [1.380, 1.669, -0.216], [-1.042, 2.020, 0.252], [-0.388, -1.538, 0.145], [-1.951, -1.489, -1.195], [-3.530, -1.477, -0.220], [3.172, -0.632, -0.328], [1.958, -1.846, 0.200], [2.533, -0.413, 1.334], [1.085, -0.185, -1.318], [-3.267, 0.496, 0.540], [2.144, 1.956, -0.759], [1.704, 2.077, 0.625], [-0.198, 2.293, -0.235], [-0.702, -1.972, 0.892]],
  "lowdin_charge": [-0.2966, 0.2022, -0.2416, -0.0487, -0.3191, 0.1559, 0.0740, 0.0788, 0.0417, 0.1618, 0.1293, 0.0667, 0.1338, 0.1037, 0.1664, 0.1740, 0.0909, 0.1024, 0.1083, 0.1162]
}



Order from most stable to least stable according to the calculation: x, w